[1]
{"formula": "C28H66BClO22S6", "method": "ωB97M-V with the def2-TZVPD basis set", "symbols": ["Cl", "S", "S", "S", "S", "S", "S", "O", "O", "O", "O", "O", "O", "O", "O", "O", "O", "O", "O", "O", "O", "O", "O", "O", "O", "O", "O", "O", "O", "C", "C", "C", "C", "C", "C", "C", "C", "C", "C", "C", "C", "C", "C", "C", "C", "C", "C", "C", "C", "C", "C", "C", "C", "C", "C", "C", "C", "B", "H", "H", "H", "H", "H", "H", "H", "H", "H", "H", "H", "H", "H", "H", "H", "H", "H", "H", "H", "H", "H", "H", "H", "H", "H", "H", "H", "H", "H", "H", "H", "H", "H", "H", "H", "H", "H", "H", "H", "H", "H", "H", "H", "H", "H", "H", "H", "H", "H", "H", "H", "H", "H", "H", "H", "H", "H", "H", "H", "H", "H", "H", "H", "H", "H", "H"], "xyz": [[2.958, -4.866, -4.536], [-4.786, 2.837, 9.936], [2.185, -1.270, -3.305], [-0.988, 2.400, 5.845], [-4.525, -0.788, -1.204], [-4.175, 4.574, -0.850], [3.768, -8.816, -6.412], [0.108, 1.874, -0.666], [-0.094, 3.504, 6.028], [2.116, -0.474, -4.492], [2.789, -0.411, 0.188], [-2.387, 2.960, 5.335], [-3.386, 3.111, 9.806], [-5.282, 5.461, -1.564], [-2.892, 4.841, -1.424], [-4.095, 0.482, -0.692], [1.000, -1.951, -2.881], [-3.511, -1.266, -2.316], [-4.351, 4.682, 0.569], [4.852, -7.934, -6.726], [5.742, -0.769, -0.060], [2.917, -9.063, -7.731], [-4.797, -1.853, -0.291], [5.365, 0.434, -2.076], [-0.580, 1.305, 5.018], [-5.483, 4.007, 10.744], [4.045, -10.069, -5.781], [-5.201, 1.582, 10.485], [2.681, -0.311, -2.157], [4.774, -3.134, -5.568], [0.728, 0.783, -0.038], [-5.398, 6.844, -1.146], [-1.547, 1.799, 7.394], [3.639, -9.479, -8.917], [6.728, 0.127, 0.476], [-2.095, -1.309, -1.977], [-1.738, -2.534, -1.157], [-5.574, 3.121, 8.392], [3.391, -0.873, -0.998], [3.277, -2.385, -0.910], [-2.181, 3.101, 2.883], [5.165, -1.705, -5.969], [3.474, -3.168, -4.769], [-2.359, 3.845, 4.186], [3.815, -3.132, -2.139], [2.242, 0.901, 0.192], [-5.916, -0.562, -2.258], [-4.016, 4.451, 12.677], [0.218, 3.125, -0.002], [-4.747, 3.005, -1.396], [3.582, -2.366, -3.453], [1.025, 4.124, -0.819], [-5.369, 3.980, 12.191], [6.713, 0.003, 1.984], [4.016, -10.945, -8.885], [2.532, -7.959, -5.506], [-4.315, 7.722, -1.734], [4.919, -0.359, -1.047], [7.540, 0.559, 2.425], [-3.228, 3.751, 12.404], [4.426, -11.233, -9.854], [2.952, -9.270, -9.734], [-3.317, 4.360, 4.210], [-1.194, 2.645, 2.824], [7.705, -0.158, 0.080], [-5.733, 2.829, -0.977], [-2.182, -2.491, -0.163], [2.101, 4.054, -0.645], [-2.099, -3.440, -1.645], [-6.381, 7.147, -1.498], [-5.692, 0.227, -2.970], [-0.701, 1.307, 7.871], [2.444, 1.309, 1.184], [6.799, -1.048, 2.259], [-5.140, 2.417, 7.684], [3.141, -11.560, -8.674], [-3.336, 7.474, -1.328], [4.722, 1.100, -2.363], [-5.600, 2.974, 12.543], [2.239, -2.648, -0.705], [-2.917, 2.301, 2.793], [-6.160, 4.643, 12.532], [-4.771, 3.004, -2.482], [-5.406, 6.883, -0.057], [-2.296, 3.777, 2.037], [0.599, 3.006, 1.018], [4.761, -11.148, -8.119], [-4.532, 8.766, -1.504], [5.769, 0.367, 2.392], [2.701, 1.582, -0.534], [5.572, -3.651, -5.032], [-1.891, 2.634, 7.998], [-3.770, 5.420, 12.243], [-1.581, -1.322, -2.934], [4.512, -8.839, -9.041], [5.577, -1.678, -6.976], [0.681, 5.143, -0.647], [-5.371, 4.143, 8.082], [3.846, -2.675, -0.027], [4.893, -3.267, -2.021], [-2.347, 1.085, 7.218], [2.705, -2.716, -5.393], [4.416, -1.668, -3.559], [6.532, 1.150, 0.151], [-6.124, -1.502, -2.762], [-4.270, 7.601, -2.816], [3.373, -4.123, -2.167], [0.852, 3.902, -1.874], [0.571, -0.071, -0.696], [2.304, -7.033, -6.024], [4.308, -1.029, -5.918], [1.653, -8.595, -5.430], [2.947, -7.764, -4.520], [-6.640, 2.945, 8.506], [4.588, -3.719, -6.470], [0.235, 0.554, 0.917], [-6.750, -0.281, -1.619], [5.921, -1.294, -5.297], [-1.819, -0.386, -1.466], [-4.037, 2.263, -1.031], [-0.656, -2.593, -1.056], [-1.581, 4.594, 4.336], [-0.801, 3.511, 0.088], [-4.035, 4.544, 13.763]], "forces_ev_per_a": [[-0.0585, 0.1266, 0.0630], [-0.0954, 0.1020, -0.0370], [-0.3502, 0.2230, -0.4853], [-0.1744, 0.0588, -0.0209], [0.0742, -0.4262, -0.2937], [-0.4021, -0.5975, -0.2414], [-0.0762, 0.0132, -0.0844], [0.3413, -0.0220, -0.1310], [0.0747, -0.0137, -0.0101], [0.0796, 0.0970, 0.1123], [-0.0413, 0.0188, -0.2041], [0.0148, -0.0424, 0.0123], [0.0535, -0.0385, 0.0012], [0.0040, 0.2551, -0.0439], [0.1432, 0.1367, 0.0945], [0.1059, -0.7659, 0.3230], [0.1080, -0.2872, 0.1169], [-0.1098, 0.0757, 0.0487], [0.1595, 0.1815, 0.1470], [0.0631, -0.0058, 0.0285], [-0.3251, 0.1859, 0.0916], [-0.0308, -0.0350, 0.0187], [-0.0185, 0.1044, 0.0715], [0.0387, 0.6766, 0.5484], [0.0694, -0.0346, 0.0019], [0.0288, 0.0380, -0.0073], [0.0411, -0.0025, 0.0539], [0.0447, -0.0609, 0.0130], [0.1452, -0.0369, 0.0500], [-0.1614, -0.1538, -0.3483], [-0.1141, -0.1842, 0.0271], [-0.0709, 0.1894, 0.0658], [0.0023, 0.0164, 0.0852], [0.1172, -0.0283, -0.2518], [0.4464, -0.2080, -0.0519], [0.5007, -0.1248, 0.1541], [-0.2302, 0.0626, 0.0674], [-0.0342, -0.0076, -0.0234], [0.1850, -0.1915, 0.7244], [0.0911, -0.1664, -0.0502], [0.1623, -0.2754, -0.0173], [0.1357, 0.0445, 0.3522], [0.2517, 0.3241, -0.0255], [-0.0501, 0.3215, -0.2857], [0.1442, 0.1155, 0.1962], [-0.2059, 0.3231, 0.2675], [-0.0202, 0.0673, 0.0165], [0.0731, -0.0248, -0.1332], [-0.5181, 0.3660, 0.0647], [0.2289, 0.4923, 0.0067], [0.0128, -0.3675, 0.3185], [0.0589, -0.2550, -0.2502], [-0.0398, -0.0102, 0.2876], [-0.1836, -0.1223, -0.0680], [-0.0072, -0.0149, 0.1447], [-0.0849, -0.0918, -0.0359], [0.0919, -0.0925, -0.0203], [-0.0561, 0.0761, -0.4345], [-0.0327, 0.0167, 0.0041], [-0.0089, -0.0141, 0.0089], [-0.0168, 0.0145, -0.0161], [-0.0730, 0.0180, 0.0661], [-0.0494, -0.0971, 0.0963], [0.0116, 0.0057, 0.0297], [-0.0201, -0.0147, -0.0217], [0.0083, -0.0078, 0.0467], [0.0044, 0.0245, 0.0037], [-0.0230, 0.0575, 0.0760], [0.0598, 0.0001, -0.0469], [-0.0107, -0.0729, -0.0518], [0.0013, -0.0021, -0.0253], [0.0216, 0.0014, -0.0349], [0.0656, -0.0286, -0.0171], [0.1103, 0.0290, 0.0330], [0.0135, -0.0011, 0.0075], [-0.0098, -0.0031, -0.0507], [-0.0072, -0.0030, 0.0138], [-0.0016, -0.5305, -0.3330], [0.0190, -0.0333, -0.0820], [-0.0583, 0.1224, -0.1371], [-0.0551, 0.0527, -0.0356], [-0.0157, 0.0324, -0.0988], [0.0227, 0.0388, -0.0400], [0.0398, -0.0725, 0.0064], [-0.1077, 0.0811, 0.0775], [0.0929, -0.0595, -0.0601], [0.0099, 0.0123, -0.0060], [-0.0252, 0.0049, -0.0049], [0.0396, 0.0682, 0.0100], [-0.0267, -0.2276, -0.1666], [-0.0140, 0.0683, 0.0731], [-0.0079, -0.0144, 0.0164], [-0.0235, 0.0238, 0.0406], [-0.1210, -0.0127, -0.0590], [-0.0020, 0.0194, 0.0829], [-0.0247, 0.0037, 0.0046], [0.1245, 0.0064, 0.1577], [0.0167, -0.0020, -0.0011], [0.0189, 0.0268, -0.0203], [-0.0106, -0.0554, -0.1057], [0.0183, -0.0216, -0.0088], [-0.0702, -0.0548, 0.0481], [-0.1462, 0.1234, -0.1845], [-0.0686, -0.0329, -0.0272], [0.0058, -0.0034, 0.0129], [-0.0336, 0.0356, -0.0066], [-0.0680, 0.0395, -0.0883], [-0.0381, 0.0485, 0.0139], [-0.0289, 0.0142, -0.0259], [0.0001, -0.0089, 0.0104], [-0.0221, -0.0373, -0.1677], [0.0208, -0.0301, 0.0040], [0.0213, 0.0017, -0.0117], [-0.0010, -0.0020, -0.0012], [0.0471, -0.0641, 0.0409], [0.0507, 0.0275, 0.0140], [-0.0042, -0.0067, 0.0152], [-0.0008, 0.0094, -0.0205], [-0.1254, 0.0515, 0.0023], [-0.1772, 0.4791, -0.1160], [0.0104, 0.0236, -0.0634], [0.0504, -0.0662, 0.0716], [0.0174, -0.0162, 0.0250], [-0.0258, 0.0096, 0.0034]], "homo_ev": -9.34, "smiles": "CCOCCO[C@@]1(B(O)OCC)CC[C@@H]([C@H](Cl)CC)S(=O)(=O)O1.CCOS(C)(=O)=O.CCOS(C)(=O)=O.CCOS(C)(=O)=O.CCOS(C)(=O)=O.CCOS(C)(=O)=O", "charge": 0, "e_tot_ha": -5635.9278, "orbital_gap_ev": 9.8}

---

[2]
{"formula": "C28H66F9N4O10", "method": "ωB97M-V with the def2-TZVPD basis set", "symbols": ["F", "F", "F", "F", "F", "F", "F", "F", "F", "O", "O", "O", "O", "O", "O", "O", "O", "O", "O", "N", "N", "N", "N", "C", "C", "C", "C", "C", "C", "C", "C", "C", "C", "C", "C", "C", "C", "C", "C", "C", "C", "C", "C", "C", "C", "C", "C", "C", "C", "C", "C", "H", "H", "H", "H", "H", "H", "H", "H", "H", "H", "H", "H", "H", "H", "H", "H", "H", "H", "H", "H", "H", "H", "H", "H", "H", "H", "H", "H", "H", "H", "H", "H", "H", "H", "H", "H", "H", "H", "H", "H", "H", "H", "H", "H", "H", "H", "H", "H", "H", "H", "H", "H", "H", "H", "H", "H", "H", "H", "H", "H", "H", "H", "H", "H", "H", "H"], "xyz": [[-1.956, -3.083, 3.258], [-2.323, 1.556, -0.800], [-1.846, -1.531, 1.843], [4.544, -3.849, -2.150], [3.171, -3.154, -3.607], [3.694, -1.933, -1.808], [-0.048, -2.499, 2.487], [-1.689, 2.194, -2.695], [-3.097, 0.618, -2.684], [-0.550, -0.207, -3.180], [4.683, -2.003, 2.283], [-0.610, 4.845, 2.927], [3.020, 0.960, -3.761], [-0.596, -2.222, 5.024], [-0.085, 0.427, -0.934], [-5.705, 1.609, -5.216], [1.356, -4.428, -2.285], [-0.030, -0.269, 4.057], [2.552, -4.370, -0.325], [1.826, 2.189, -1.685], [-0.621, 1.879, 2.087], [-4.797, 2.834, -3.288], [2.524, -1.463, 3.988], [-1.061, -1.262, 4.125], [-1.216, -2.093, 2.936], [-5.966, 0.890, -3.976], [4.326, -1.221, 1.070], [3.774, 0.127, 5.259], [3.340, 2.307, -1.822], [3.632, -0.505, 3.896], [0.372, -1.231, -3.509], [-0.139, -6.214, -2.694], [-6.032, 1.996, -2.961], [3.835, 1.189, -2.671], [-1.821, 2.762, 2.161], [-0.555, 5.949, 3.828], [-0.907, -0.008, -1.887], [-2.038, 1.087, -2.031], [4.115, 2.341, -0.440], [-7.188, 2.972, -3.065], [-0.639, -1.691, 6.458], [4.927, -1.266, 3.421], [0.520, -2.177, 7.308], [2.194, -3.688, -1.335], [-5.602, 0.733, -6.325], [-0.289, -2.085, -4.561], [3.694, 0.172, -4.810], [0.519, -5.408, -1.642], [-1.583, 3.854, 3.246], [-3.036, 1.967, 2.532], [3.396, -3.200, -2.209], [-4.736, 3.789, -2.818], [-7.312, 3.417, -4.071], [-3.973, 2.546, 2.649], [-3.219, 1.137, 1.863], [1.131, -6.080, -1.013], [4.552, 0.706, -5.187], [5.065, 2.972, -0.419], [-6.411, 0.038, -6.290], [-0.972, -2.816, -4.105], [-1.660, -1.937, 6.830], [-1.426, 6.613, 3.653], [0.326, 6.491, 3.561], [4.562, 1.327, -0.273], [-6.915, 0.348, -3.978], [-0.279, 0.501, 3.449], [4.813, -1.722, 0.194], [4.638, -0.149, 1.015], [-1.344, 3.209, 4.067], [-5.788, 1.730, -1.942], [4.090, -0.671, 5.990], [1.584, -1.028, 4.058], [1.385, 3.014, -1.255], [-4.778, 2.852, -4.344], [0.851, 0.836, -1.306], [3.473, 2.445, 0.446], [-0.257, -4.998, -0.933], [4.882, 1.384, -2.968], [2.767, 0.549, 5.513], [3.909, 0.261, -2.089], [-3.959, 2.246, -3.129], [5.701, -0.546, 3.254], [-0.584, 5.688, 4.872], [1.540, 2.263, -2.672], [-0.409, -5.505, -3.460], [-2.529, 4.306, 3.523], [-0.950, -6.797, -2.280], [-0.421, 1.464, 1.174], [-7.116, 3.691, -2.241], [1.664, -2.757, -1.045], [0.471, -3.266, 7.393], [0.518, -1.764, 8.303], [3.515, 3.326, -2.210], [-4.654, 0.194, -6.377], [0.571, -1.972, -2.755], [-8.072, 2.398, -2.835], [-0.623, -0.596, 6.390], [-5.747, 1.307, -7.245], [-5.181, 0.165, -3.713], [0.161, 2.467, 2.210], [0.558, -6.936, -3.095], [3.343, 0.231, 3.173], [4.453, 0.948, 5.416], [2.969, 0.145, -5.588], [3.963, -0.770, -4.359], [-1.322, -0.973, -1.522], [-0.931, -1.366, -5.075], [3.272, -1.354, 0.916], [1.306, -0.787, -3.909], [5.145, -2.013, 4.210], [-2.002, 3.326, 1.207], [-2.807, 1.469, 3.460], [0.495, -2.521, -5.245], [2.658, -2.071, 4.796], [-1.966, -0.775, 4.422], [1.451, -1.970, 6.789], [2.571, -2.048, 3.114]], "forces_ev_per_a": [[-1.5500, -2.5249, 0.4044], [-1.3212, -0.4132, -0.0858], [0.4098, 0.6628, 0.8233], [0.1326, -0.6657, 0.6965], [-0.2553, 0.6543, 1.3848], [0.0026, 0.5517, -0.3574], [1.0743, -0.4442, -0.2394], [0.4860, 0.3788, -0.7136], [-1.3521, -0.3178, 0.1809], [0.8987, 1.0769, -0.4616], [-0.3984, 0.5932, -1.7167], [-0.2257, -1.1134, 0.1433], [0.1399, 0.0459, -1.7474], [0.2473, 1.1794, 2.6880], [4.1111, 1.2025, 0.0542], [-0.2285, -1.0829, 0.9073], [-1.1149, -0.3205, 0.1869], [-0.5175, 0.5063, -1.0431], [0.8120, -0.2136, 1.1943], [0.6949, 0.0184, -0.6571], [-0.7426, -0.3394, 0.1010], [1.1980, 0.5205, -0.6661], [0.0406, -1.2189, -1.2685], [2.2013, 1.1984, 1.9926], [-0.4618, 0.7582, -3.3477], [0.0107, 0.2431, -0.4057], [1.3046, -1.0772, -0.4302], [-1.0500, -0.5180, 1.1934], [-0.6364, 2.0045, 2.1402], [1.7394, 0.3345, 0.3787], [0.8118, -1.0620, -1.0549], [0.2379, -0.2115, -0.3284], [1.2168, 2.0657, 0.0424], [1.2746, -0.8988, 0.2758], [0.4773, 1.8167, -1.2417], [-1.3612, 0.1037, -0.9260], [-2.4776, -0.8453, -0.1424], [2.2510, -0.5598, 1.1793], [1.1205, -1.5906, -0.3014], [-0.3774, -0.6128, 0.3087], [-1.0788, 0.3826, -1.1442], [-1.9353, -0.1467, 0.7471], [-0.4877, -1.1998, -1.2082], [-0.0444, -0.8903, 0.0365], [0.0782, 0.2059, -0.8819], [0.0639, 0.3269, -1.0284], [-0.7497, 1.2291, 1.7604], [0.8583, 0.2048, 1.4888], [-0.2715, -0.5051, -0.6657], [-0.5595, -0.2720, 0.2307], [-0.0151, -0.0075, -1.9576], [-0.0871, -1.7523, -0.8705], [0.2560, -0.1385, 0.6708], [0.6169, -0.1318, -0.1089], [-0.0183, -0.0399, -0.5460], [-0.0634, 0.5367, -0.1103], [0.4968, 0.2187, 0.0589], [-1.7372, -0.2376, -0.1194], [-0.5510, -0.7187, 0.0304], [0.5252, -0.1156, -0.2587], [0.8619, -0.2334, -0.0336], [0.2698, -0.2263, 0.0291], [0.6087, 0.3111, 0.0932], [-0.4512, 0.5821, -0.2890], [-0.0388, 0.0983, -0.3631], [-0.0013, -0.6121, 0.2566], [-0.3660, 0.2713, 1.0224], [-0.1600, -0.8483, 0.8430], [0.8737, 0.0569, 1.2981], [-0.7084, -0.7292, 0.2897], [-0.5284, 0.7542, -0.4338], [-0.1608, 0.1041, -0.1059], [0.6694, -0.4024, 0.0412], [-0.3579, 0.6759, 0.7538], [-2.0438, -0.2448, 0.7875], [0.1119, 0.6344, -0.4015], [0.6797, 0.3233, -0.6578], [-0.1929, 0.2635, -0.0558], [0.7449, -0.4897, 0.2640], [-0.1884, 0.1319, 0.2565], [-0.2092, 0.6589, 0.5313], [0.7472, 0.5221, 0.3108], [0.2997, -0.4358, 0.4554], [-0.1636, -0.3238, 0.3680], [-0.6752, -0.1603, -0.6001], [-0.3576, 0.3248, -0.2430], [-0.5236, 0.1203, -0.0785], [-0.7899, -0.1209, -0.0717], [0.0365, 0.2311, -0.4813], [-0.4556, 0.5096, -0.4164], [-0.0037, 0.0648, 0.1280], [-0.0597, 0.3475, 0.2008], [0.1278, -0.5739, -0.6028], [0.0307, 0.1213, 0.2212], [0.4053, 0.4763, 1.2380], [-0.5854, -0.0817, -0.0946], [0.1831, -0.2092, -0.0900], [0.2357, 0.1127, 0.2841], [-0.0248, 0.2462, -0.4024], [1.1940, 0.9616, 0.4081], [0.2914, -0.0753, -0.4015], [-0.1451, 0.3828, -0.5850], [0.5089, 0.1925, -0.6072], [-0.5108, -0.6078, -0.6346], [0.0501, -0.5332, -0.3321], [-0.5463, 0.4627, 0.1255], [0.0595, -0.2966, -0.7372], [-0.6243, 0.2489, -0.1371], [-0.5913, -0.1474, 0.6033], [0.4105, 0.5221, -0.2627], [0.2636, -0.6395, 0.4491], [-0.1339, -0.0891, 0.7662], [-1.1502, 0.1241, 0.7390], [-0.0834, -0.2036, -0.1106], [-0.9322, 0.1265, 0.1850], [0.1988, 0.3117, 0.1778], [-0.2186, 0.1748, 0.8380]], "homo_ev": -7.72, "charge": 1, "e_tot_ha": -2976.2345, "orbital_gap_ev": 5.2}